{
  "formula": "C60H150O30",
  "method": "wB97M-V/def2-TZVPD",
  "species": ["O", "O", "O", "O", "O", "O", "O", "O", "O", "O", "O", "O", "O", "O", "O", "O", "O", "O", "O", "O", "O", "O", "O", "O", "O", "O", "O", "O", "O", "O", "C", "C", "C", "C", "C", "C", "C", "C", "C", "C", "C", "C", "C", "C", "C", "C", "C", "C", "C", "C", "C", "C", "C", "C", "C", "C", "C", "C", "C", "C", "C", "C", "C", "C", "C", "C", "C", "C", "C", "C", "C", "C", "C", "C", "C", "C", "C", "C", "C", "C", "C", "C", "C", "C", "C", "C", "C", "C", "C", "C", "H", "H", "H", "H", "H", "H", "H", "H", "H", "H", "H", "H", "H", "H", "H", "H", "H", "H", "H", "H", "H", "H", "H", "H", "H", "H", "H", "H", "H", "H", "H", "H", "H", "H", "H", "H", "H", "H", "H", "H", "H", "H", "H", "H", "H", "H", "H", "H", "H", "H", "H", "H", "H", "H", "H", "H", "H", "H", "H", "H", "H", "H", "H", "H", "H", "H", "H", "H", "H", "H", "H", "H", "H", "H", "H", "H", "H", "H", "H", "H", "H", "H", "H", "H", "H", "H", "H", "H", "H", "H", "H", "H", "H", "H", "H", "H", "H", "H", "H", "H", "H", "H", "H", "H", "H", "H", "H", "H", "H", "H", "H", "H", "H", "H", "H", "H", "H", "H", "H", "H", "H", "H", "H", "H", "H", "H", "H", "H", "H", "H", "H", "H", "H", "H", "H", "H", "H", "H", "H", "H", "H", "H", "H", "H", "H", "H", "H", "H", "H", "H"],
  "positions_angstrom": [[13.2179, -19.5258, -17.6071], [19.2328, -15.9176, -14.5620], [15.8705, -17.3776, -14.8590], [18.2403, -18.7892, -17.6447], [17.2262, -25.3172, -24.0649], [18.6711, -14.8326, -22.1583], [22.5676, -20.4467, -20.1585], [23.3107, -16.4336, -25.1913], [19.2430, -19.5620, -11.9959], [24.7365, -22.5830, -19.5447], [18.5929, -21.4258, -9.7543], [13.8442, -22.0023, -14.0432], [14.0211, -14.2079, -19.9089], [16.0685, -22.6494, -24.4114], [17.1812, -24.7491, -12.6502], [15.8958, -17.9798, -21.3500], [19.4693, -14.4771, -19.2482], [22.2087, -22.2655, -15.6222], [21.8179, -18.4314, -23.2442], [21.6190, -25.1958, -16.4401], [13.2734, -11.5732, -20.9610], [23.4396, -17.5905, -17.8451], [16.6145, -25.3220, -19.5775], [12.3480, -23.3775, -16.5702], [19.2983, -25.9421, -20.7706], [17.6338, -20.3897, -21.5088], [18.2566, -26.8468, -14.7035], [18.1431, -21.7594, -16.7300], [24.7383, -16.1163, -20.8875], [12.1337, -16.8089, -17.0430], [14.8248, -17.2072, -15.7628], [17.4287, -25.7003, -14.8589], [20.7116, -25.8550, -20.9365], [11.3993, -18.0231, -17.1426], [25.9909, -15.6095, -21.3134], [12.5720, -10.3265, -20.8047], [20.2822, -16.1836, -13.7211], [18.2732, -27.4438, -13.4204], [17.8953, -19.8983, -12.3779], [18.9743, -20.8511, -21.7212], [17.4327, -26.4099, -19.2258], [13.7355, -20.4510, -18.5014], [18.5545, -14.8909, -18.2106], [17.5354, -23.7140, -11.8086], [17.0489, -21.1454, -16.0701], [14.8918, -13.1193, -20.2110], [25.9113, -23.0827, -18.9984], [18.6452, -15.8611, -21.1780], [20.7963, -24.0674, -16.5037], [24.7452, -16.6830, -19.5672], [23.7805, -17.6602, -24.6012], [17.1645, -19.5607, -22.6210], [20.0225, -20.6957, -11.5697], [23.7204, -16.2798, -26.5004], [22.6416, -21.1361, -21.4075], [19.9443, -20.9376, -10.0806], [18.9481, -26.2544, -19.4352], [20.9986, -23.0421, -15.4021], [16.9983, -16.5768, -15.2777], [18.4362, -21.7948, -8.4157], [19.7686, -15.6094, -20.1153], [12.0029, -18.9865, -18.1014], [17.7686, -24.5403, -13.9268], [22.9840, -24.9900, -16.8902], [23.3189, -17.0903, -19.1214], [18.3332, -26.2003, -24.0127], [17.4218, -18.4576, -18.7608], [14.4335, -20.7650, -13.6304], [14.6319, -17.3344, -21.1383], [13.6857, -23.9550, -16.6112], [14.8478, -21.9798, -24.4880], [17.0907, -24.1258, -18.9905], [20.8467, -17.5145, -23.7957], [15.7680, -19.0333, -22.2694], [11.6294, -15.9072, -16.0513], [24.1149, -21.6413, -18.6270], [11.9463, -22.9577, -15.2891], [22.1162, -17.8110, -17.3298], [22.6924, -21.3024, -19.0282], [13.7557, -14.3182, -18.5130], [18.1100, -16.7606, -14.3006], [16.0459, -23.4095, -23.2154], [18.4807, -21.2126, -17.9894], [12.6530, -21.7367, -14.7152], [22.3986, -21.3084, -14.6263], [17.3083, -24.2947, -23.0757], [19.1806, -19.8204, -17.8377], [23.1068, -17.8559, -23.2352], [17.6956, -15.0700, -23.1664], [14.2678, -11.7562, -20.0149], [12.0512, -23.7479, -14.5038], [17.4164, -20.3963, -11.5342], [18.4663, -14.0373, -17.5172], [17.3402, -24.7260, -22.0476], [11.8945, -21.3061, -14.0331], [23.5339, -18.5354, -25.2191], [19.9938, -16.0994, -12.6641], [19.0324, -22.7039, -8.1830], [11.7021, -10.3778, -21.4619], [19.7423, -19.7341, -16.8999], [19.3676, -25.4747, -18.7585], [23.7816, -18.5138, -22.6800], [17.3216, -20.1253, -15.7238], [20.6225, -17.2242, -13.8727], [25.8387, -23.5928, -18.0211], [18.6058, -23.4879, -11.7510], [20.8447, -25.7145, -22.0057], [22.1072, -22.2224, -19.2688], [17.3808, -22.1073, -8.3412], [16.7493, -21.7267, -15.1959], [21.1464, -15.5335, -13.8698], [17.3473, -26.5681, -18.1392], [24.8742, -17.6126, -24.4704], [15.1589, -13.2981, -21.2444], [19.8985, -18.0381, -23.7883], [19.2301, -21.5486, -20.9138], [11.4288, -18.5318, -16.1624], [22.2545, -18.1840, -16.3240], [21.5494, -20.5669, -14.5475], [16.8047, -24.1929, -17.9307], [14.6754, -20.0044, -14.4161], [24.1553, -22.0498, -17.6068], [18.3040, -26.6877, -23.0325], [19.1544, -21.3651, -22.6782], [16.1499, -21.0458, -16.7150], [22.1812, -22.1429, -21.3786], [17.7161, -16.6167, -13.2622], [22.7285, -16.1581, -19.0873], [17.0720, -27.3014, -19.7576], [14.5299, -21.4683, -23.5720], [26.1305, -14.6407, -20.8235], [17.9085, -20.5698, -13.2642], [18.2147, -23.6593, -23.2338], [21.1975, -25.0607, -20.3470], [18.9032, -28.3378, -13.4486], [23.1039, -16.8856, -22.7225], [20.1422, -22.3332, -15.3539], [10.8784, -22.7370, -15.4138], [16.5170, -19.0851, -18.7993], [19.4471, -27.2013, -19.1281], [17.6065, -21.1741, -18.6596], [17.5901, -25.3792, -15.8945], [23.0318, -24.7147, -17.9504], [19.2430, -21.8585, -18.4212], [11.2460, -19.7618, -18.3027], [17.1592, -20.1988, -23.5156], [14.0109, -17.8556, -15.3843], [13.8105, -11.6758, -19.0152], [14.9472, -17.4530, -16.8270], [21.3676, -16.9830, -17.4053], [14.6787, -20.8470, -18.0643], [20.7288, -16.5493, -23.3089], [23.7078, -21.3162, -21.5847], [17.1430, -23.9376, -10.8303], [19.8383, -16.5364, -19.4973], [18.8693, -24.5003, -13.8232], [23.5306, -24.2670, -16.2883], [15.9417, -22.8051, -22.3020], [21.2114, -26.7982, -20.6876], [15.3304, -21.0901, -13.0980], [12.2207, -10.1328, -19.7679], [26.2472, -23.8643, -19.6786], [13.9717, -20.0288, -19.4845], [17.2526, -27.7687, -13.1321], [25.9295, -15.3910, -22.3907], [22.3084, -20.8043, -18.1615], [18.1555, -23.8828, -19.1227], [12.8475, -21.0624, -15.5662], [14.6950, -14.1306, -17.9878], [18.1589, -26.9185, -24.7885], [21.1231, -23.4865, -14.4014], [15.1982, -19.8436, -21.7957], [19.7216, -20.0378, -21.6555], [17.3602, -16.9472, -16.2395], [17.9592, -18.4099, -19.7307], [22.8797, -17.7431, -19.8786], [21.1453, -17.3514, -24.8536], [19.7541, -21.6255, -12.1308], [17.9302, -18.7744, -22.6953], [13.1410, -21.3410, -18.6703], [18.6568, -21.0363, -7.6754], [13.9627, -18.0014, -20.5482], [13.1825, -9.4756, -21.1431], [23.4254, -17.1376, -27.1655], [12.2764, -18.4175, -18.9888], [13.7961, -20.3149, -12.8352], [15.8281, -13.1999, -19.6200], [23.4095, -25.9962, -16.7744], [14.4728, -23.2135, -16.4402], [17.3839, -18.9536, -12.5997], [16.6775, -14.7961, -22.8383], [17.6742, -15.8488, -20.6469], [14.0752, -22.7089, -24.7892], [25.1863, -15.9746, -18.8522], [21.0947, -20.5794, -11.7837], [16.3546, -25.9721, -14.7791], [15.1898, -18.7029, -23.1437], [10.5819, -15.6158, -16.1572], [12.2244, -15.0111, -16.0486], [18.8220, -15.7909, -17.6548], [23.2728, -15.3768, -26.8918], [17.0161, -22.8092, -12.1547], [15.0628, -10.9847, -20.0873], [20.8786, -23.5978, -17.5070], [19.7553, -24.4332, -16.5052], [15.2006, -24.1080, -23.2290], [17.5616, -15.0292, -18.6736], [21.7487, -18.7031, -17.9033], [17.6778, -16.1112, -23.5104], [19.3149, -25.7074, -24.1533], [22.2369, -20.5714, -22.2461], [11.7759, -16.3884, -15.0795], [14.8214, -16.4251, -20.5650], [19.8772, -19.5687, -18.6653], [22.5642, -21.7462, -13.6471], [13.9549, -24.3781, -17.5972], [18.7529, -16.8348, -21.6892], [16.8071, -15.4967, -15.2937], [26.7318, -22.3569, -18.9811], [13.4823, -15.3436, -18.2826], [24.8047, -16.1689, -26.5928], [20.7080, -15.4590, -20.6346], [13.8174, -24.7165, -15.8452], [23.2987, -20.7316, -14.9087], [10.3487, -17.7890, -17.3711], [17.4414, -23.5511, -14.3637], [18.4685, -17.8118, -14.3699], [18.6382, -26.7519, -12.6528], [14.5095, -16.1653, -15.6798], [20.0329, -19.9872, -9.5488], [14.0769, -17.0395, -22.0509], [25.3847, -17.6007, -19.6133], [24.7144, -20.7194, -18.6625], [16.4905, -23.3277, -19.4326], [17.8980, -14.4446, -24.0576], [17.0400, -17.4607, -18.5096], [20.6860, -21.6495, -9.6496], [26.8512, -16.2560, -21.1213], [14.9352, -21.2972, -25.3441], [12.9831, -13.6219, -18.1581]],
  "mulliken_charge": [0.607, -0.389, -0.577, 0.564, -0.446, -0.614, 0.604, -0.258, -0.351, -0.310, -0.131, -0.299, -0.355, -0.371, -0.526, 0.592, -0.516, -0.218, -0.257, -0.490, -0.295, -0.512, -0.486, -0.402, 0.004, 0.609, -0.346, 1.026, -0.131, -0.018, -0.278, -0.068, -0.673, -0.749, -0.880, -0.740, -0.476, -0.691, -0.468, -0.796, -0.661, -0.078, 0.324, -0.467, 1.711, 0.148, -0.760, 1.747, 1.655, -0.875, -1.049, 0.108, 0.343, -0.793, -0.856, -0.929, -0.011, -0.126, 0.583, -0.900, -0.224, -0.645, 0.678, -0.570, 0.575, -0.529, 0.960, -0.047, -0.732, -0.476, -0.779, -0.219, -0.679, -0.951, -0.992, -0.757, -0.863, -0.121, 0.503, -0.401, -0.244, -0.359, 0.323, -0.037, -0.734, 0.362, -0.728, -0.082, -0.370, -0.597, 0.341, 0.598, 0.400, -0.155, 0.394, 0.350, 0.285, 0.305, 0.246, -0.400, -0.256, 0.341, -0.384, 0.062, 0.246, 0.232, 0.206, -0.292, 0.247, -0.641, 0.305, 0.320, 0.544, 0.125, 0.076, -0.071, 0.340, 0.256, 0.113, -0.058, 0.129, 0.452, 0.153, 0.470, -1.472, 0.201, 0.498, 0.204, 0.385, 0.284, 0.326, 0.061, 0.172, 0.099, 0.277, 0.187, -0.079, 0.410, -0.282, 0.513, -0.036, -0.625, 0.186, -0.186, 0.406, 0.561, 0.017, 0.307, 0.029, 0.239, -0.449, 0.350, 0.398, 0.386, -0.105, 0.381, 0.173, 0.054, 0.333, -0.543, 0.302, 0.300, 0.002, 0.287, 0.214, -0.358, 0.325, 0.006, 0.444, 0.347, 0.547, 0.125, -0.055, -0.829, -0.622, -0.145, 0.360, -0.306, -0.726, 0.393, 0.332, 0.043, 0.292, 0.313, 0.120, 0.513, 0.112, 0.366, -0.004, 0.155, -0.017, -0.401, 0.369, 0.355, 0.292, 0.506, 0.427, 0.319, 0.282, -0.172, 0.251, 0.014, 0.371, -0.722, -0.752, 0.480, -0.288, -0.166, 0.125, 0.203, 0.074, 0.370, 0.007, 0.265, 0.306, 0.308, -0.599, 0.596, 0.285, -0.185, 0.306, 0.244, 0.460, 0.348, 0.440, -0.347, -0.243, 0.235, 0.503, 0.399, 0.366, 0.286, 0.387, 0.240, 0.376, -0.252, 0.445, 0.354, 0.248, 0.246],
  "lumo_ev": 0.64,
  "e_above_lowest_kcal_mol": 0.00,
  "energy_ev": -126058.5388,
  "orbital_gap_ev": 9.857
}